1.
This record from the Open Molecules 2025 dataset describes a 13-piece molecular cluster, C40H53N13 overall at a distorted geometry. The level of theory is ωB97M-V/def2-TZVPD.

Last columns: bonded neighbours and bond lengths (Å).
Cartesian coordinates (Å):
1 C 9.94 21.03 -1.08  C2 1.467, H4 1.090, H5 1.090, H6 1.090
2 C 9.47 20.61 0.24  C1 1.467, N3 1.176
3 N 8.99 20.28 1.26  C2 1.176
4 H 10.57 20.26 -1.52  C1 1.090
5 H 10.41 22.02 -1.13  C1 1.090
6 H 9.07 21.25 -1.69  C1 1.090
7 C 7.48 20.02 -4.88  C8 1.448, H10 1.090, H11 1.090, H12 1.090
8 C 7.61 20.86 -6.05  C7 1.448, N9 1.135
9 N 7.67 21.49 -7.00  C8 1.135
10 H 7.42 20.64 -3.98  C7 1.090
11 H 8.14 19.16 -4.77  C7 1.090
12 H 6.47 19.64 -4.77  C7 1.090
13 C 4.25 19.68 -2.24  C14 1.464, H16 1.090, H17 1.090, H18 1.090
14 C 5.67 19.53 -1.94  C13 1.464, N15 1.159
15 N 6.81 19.41 -1.80  C14 1.159
16 H 4.04 19.13 -3.16  C13 1.090
17 H 3.86 20.70 -2.27  C13 1.090
18 H 3.62 19.18 -1.50  C13 1.090
19 C 11.39 21.89 -6.29  C20 1.453, H22 1.090, H23 1.090, H24 1.090
20 C 10.65 22.00 -5.05  C19 1.453, N21 1.140
21 N 10.04 22.00 -4.08  C20 1.140
22 H 12.26 21.23 -6.32  C19 1.090
23 H 11.88 22.85 -6.49  C19 1.090
24 H 10.77 21.55 -7.12  C19 1.090
25 C 9.63 17.24 -0.72  C26 1.443, H28 1.090, H29 1.090, H30 1.090
26 C 8.74 16.64 0.24  C25 1.443, N27 1.154
27 N 8.06 16.16 1.04  C26 1.154
28 H 9.41 16.94 -1.75  C25 1.090
29 H 10.65 17.04 -0.41  C25 1.090
30 H 9.55 18.32 -0.60  C25 1.090
31 C 8.03 21.14 4.47  C32 1.496, H34 1.090, H35 1.090, H36 1.090
32 C 7.42 22.48 4.71  C31 1.496, N33 1.161
33 N 6.99 23.54 4.93  C32 1.161
34 H 7.65 20.64 3.58  C31 1.090
35 H 7.83 20.55 5.37  C31 1.090
36 H 9.10 21.29 4.36  C31 1.090
37 N 15.40 22.23 1.41  C38 1.356, C41 1.355, H42 1.010
38 C 15.68 21.08 0.74  N37 1.356, C39 1.368, H43 1.080
39 C 14.53 20.49 0.28  C38 1.368, C40 1.387, H44 1.080
40 C 13.54 21.38 0.69  C39 1.387, C41 1.321, H45 1.080
41 C 14.05 22.34 1.45  N37 1.355, C40 1.321, H46 1.080
42 H 16.00 22.81 1.97  N37 1.010
43 H 16.70 20.74 0.66  C38 1.080
44 H 14.34 19.59 -0.27  C39 1.080
45 H 12.48 21.36 0.49  C40 1.080
46 H 13.66 23.09 2.12  C41 1.080
47 N 13.84 16.76 -3.34  C48 1.365, C51 1.348, H52 1.010
48 C 12.67 16.21 -3.79  N47 1.365, C49 1.400, H53 1.080
49 C 11.69 17.20 -3.81  C48 1.400, C50 1.407, H54 1.080
50 C 12.33 18.37 -3.38  C49 1.407, C51 1.352, H55 1.080
51 C 13.62 18.07 -3.10  N47 1.348, C50 1.352, H56 1.080
52 H 14.72 16.28 -3.24  N47 1.010
53 H 12.69 15.16 -4.04  C48 1.080
54 H 10.68 17.20 -4.19  C49 1.080
55 H 11.91 19.35 -3.16  C50 1.080
56 H 14.33 18.78 -2.70  C51 1.080
57 N 11.02 26.31 -1.12  C58 1.313, C61 1.375, H62 1.010
58 C 10.65 25.06 -1.28  N57 1.313, C59 1.345, H63 1.080
59 C 11.20 24.58 -2.41  C58 1.345, C60 1.353, H64 1.080
60 C 11.97 25.52 -3.00  C59 1.353, C61 1.391, H65 1.080
61 C 11.82 26.64 -2.19  N57 1.375, C60 1.391, H66 1.080
62 H 10.81 26.90 -0.34  N57 1.010
63 H 10.07 24.63 -0.48  C58 1.080
64 H 10.95 23.56 -2.67  C59 1.080
65 H 12.63 25.47 -3.85  C60 1.080
66 H 12.36 27.57 -2.33  C61 1.080
67 N 5.93 19.71 1.58  C68 1.365, C71 1.394, H72 1.010
68 C 5.31 18.56 1.18  N67 1.365, C69 1.422, H73 1.080
69 C 3.92 18.85 1.27  C68 1.422, C70 1.383, H74 1.080
70 C 3.78 20.20 1.56  C69 1.383, C71 1.360, H75 1.080
71 C 5.01 20.74 1.74  N67 1.394, C70 1.360, H76 1.080
72 H 6.93 19.86 1.66  N67 1.010
73 H 5.87 17.67 0.92  C68 1.080
74 H 3.13 18.14 1.08  C69 1.080
75 H 2.88 20.79 1.63  C70 1.080
76 H 5.40 21.73 1.94  C71 1.080
77 N 10.20 25.65 2.89  C78 1.342, C81 1.370, H82 1.010
78 C 9.07 25.00 2.57  N77 1.342, C79 1.412, H83 1.080
79 C 9.46 23.69 2.21  C78 1.412, C80 1.450, H84 1.080
80 C 10.88 23.59 2.46  C79 1.450, C81 1.411, H85 1.080
81 C 11.31 24.85 2.93  N77 1.370, C80 1.411, H86 1.080
82 H 10.30 26.65 3.00  N77 1.010
83 H 8.16 25.56 2.45  C78 1.080
84 H 8.74 22.91 2.01  C79 1.080
85 H 11.41 22.65 2.44  C80 1.080
86 H 12.30 25.22 3.18  C81 1.080
87 N 6.13 23.63 -2.88  C88 1.371, C91 1.364, H92 1.010
88 C 4.98 23.33 -2.21  N87 1.371, C89 1.360, H93 1.080
89 C 5.41 22.76 -1.05  C88 1.360, C90 1.421, H94 1.080
90 C 6.83 22.71 -1.02  C89 1.421, C91 1.362, H95 1.080
91 C 7.25 23.29 -2.17  N87 1.364, C90 1.362, H96 1.080
92 H 6.16 24.23 -3.69  N87 1.010
93 H 4.03 23.61 -2.64  C88 1.080
94 H 4.89 22.43 -0.16  C89 1.080
95 H 7.38 22.32 -0.17  C90 1.080
96 H 8.24 23.51 -2.55  C91 1.080
97 N 9.36 18.18 3.74  C98 1.410, C101 1.382, H102 1.010
98 C 9.04 17.71 5.03  N97 1.410, C99 1.358, H103 1.080
99 C 10.14 17.07 5.52  C98 1.358, C100 1.381, H104 1.080
100 C 11.12 17.05 4.55  C99 1.381, C101 1.361, H105 1.080
101 C 10.63 17.69 3.46  N97 1.382, C100 1.361, H106 1.080
102 H 8.66 18.51 3.09  N97 1.010
103 H 8.06 17.85 5.46  C98 1.080
104 H 10.15 16.52 6.45  C99 1.080
105 H 12.03 16.48 4.59  C100 1.080
106 H 11.01 17.83 2.46  C101 1.080

Its LUMO energy is 0.44 eV. The calculation puts the gap between HOMO and LUMO at 8.294 eV. Its total energy is -2267.65594 Ha.


2.
This record from the Open Molecules 2025 dataset describes a 3-piece molecular cluster, C25H50N4O6P overall at a distorted geometry. The level of theory is ωB97M-V/def2-TZVPD.

Last columns: bonded neighbours and bond lengths (Å).
Cartesian coordinates (Å):
1 C 3.95 -4.08 -0.75  C2 1.497, H25 1.063, H26 1.069, H27 1.059
2 C 3.35 -2.98 -1.58  C1 1.497, C3 1.504, H28 1.070, H29 1.061
3 C 2.37 -3.50 -2.60  C2 1.504, C4 1.508, H30 1.066, H31 1.060
4 C 0.95 -3.63 -2.12  C3 1.508, N5 1.469, H32 1.061, H33 1.053
5 N 0.59 -2.67 -1.07  C4 1.469, C6 1.376, C20 1.307
6 C 0.25 -3.07 0.21  N5 1.376, C7 1.270, H34 1.049
7 C -0.02 -2.05 0.92  C6 1.270, P8 1.858, N11 1.365
8 P -0.52 -2.28 2.69  C7 1.858, N9 1.736, O10 1.612
9 N -1.95 -3.23 2.43  P8 1.736, H35 1.012, H36 1.012
10 O -1.09 -0.86 3.20  P8 1.612, H37 0.964
11 N 0.17 -0.97 0.11  C7 1.365, C12 1.479, C20 1.324
12 C 0.00 0.42 0.58  N11 1.479, C13 1.510, H38 1.051, H39 1.061
13 C 1.07 1.35 0.08  C12 1.510, C14 1.517, H40 1.056, H41 1.051
14 C 2.45 0.72 0.04  C13 1.517, C15 1.491, H42 1.062, H43 1.071
15 C 3.52 1.69 0.42  C14 1.491, C16 1.500, H44 1.060, H45 1.062
16 C 4.81 1.02 0.78  C15 1.500, C17 1.503, H46 1.060, H47 1.068
17 C 5.55 0.49 -0.41  C16 1.503, O18 1.406, H48 1.079, H49 1.071
18 O 5.19 1.22 -1.56  C17 1.406, C19 1.393
19 C 5.98 0.91 -2.66  O18 1.393, H50 1.061, H51 1.075, H52 1.067
20 C 0.52 -1.36 -1.11  N5 1.307, N11 1.324, C21 1.458
21 C 0.79 -0.52 -2.27  C20 1.458, C22 1.480, H53 1.059, H54 1.062
22 C -0.12 -0.79 -3.41  C21 1.480, C23 1.463, N24 1.262
23 C -1.49 -0.31 -3.24  C22 1.463, H55 1.064, H56 1.063, H57 1.065
24 N 0.34 -1.36 -4.44  C22 1.262, H58 1.017
25 H 4.29 -3.69 0.18  C1 1.063
26 H 3.23 -4.84 -0.53  C1 1.069
27 H 4.79 -4.50 -1.23  C1 1.059
28 H 2.93 -2.23 -0.94  C2 1.070
29 H 4.13 -2.52 -2.11  C2 1.061
30 H 2.38 -2.90 -3.48  C3 1.066
31 H 2.68 -4.47 -2.88  C3 1.060
32 H 0.78 -4.59 -1.71  C4 1.061
33 H 0.27 -3.52 -2.92  C4 1.053
34 H 0.24 -4.08 0.48  C6 1.049
35 H -2.06 -3.39 1.44  N9 1.012
36 H -2.77 -2.68 2.69  N9 1.012
37 H -1.93 -0.60 2.81  O10 0.964
38 H 0.06 0.39 1.63  C12 1.051
39 H -0.97 0.77 0.31  C12 1.061
40 H 0.79 1.78 -0.85  C13 1.056
41 H 1.11 2.17 0.74  C13 1.051
42 H 2.67 0.49 -0.98  C14 1.062
43 H 2.51 -0.16 0.64  C14 1.071
44 H 3.65 2.37 -0.38  C15 1.060
45 H 3.21 2.27 1.25  C15 1.062
46 H 5.43 1.71 1.30  C16 1.060
47 H 4.58 0.18 1.41  C16 1.068
48 H 5.35 -0.56 -0.58  C17 1.079
49 H 6.61 0.59 -0.25  C17 1.071
50 H 5.59 1.41 -3.51  C19 1.061
51 H 5.98 -0.15 -2.85  C19 1.075
52 H 7.00 1.20 -2.50  C19 1.067
53 H 0.65 0.50 -2.02  C21 1.059
54 H 1.79 -0.67 -2.56  C21 1.062
55 H -1.85 0.14 -4.14  C23 1.064
56 H -1.53 0.44 -2.48  C23 1.063
57 H -2.11 -1.10 -2.91  C23 1.065
58 H -0.37 -1.44 -5.16  N24 1.017
59 O 0.79 4.30 0.44  C60 1.203
60 C 0.02 4.82 1.21  O59 1.203, O61 1.335, C64 1.510
61 O -1.21 4.32 1.33  C60 1.335, C62 1.437
62 C -2.12 4.80 2.33  O61 1.437, C63 1.512, H65 1.091, H66 1.081
63 C -2.85 6.05 1.90  C62 1.512, H67 1.090, H68 1.089, H69 1.089
64 C 0.41 6.04 2.01  C60 1.510, H70 1.088, H71 1.086, H72 1.086
65 H -1.59 4.94 3.28  C62 1.091
66 H -2.82 3.99 2.48  C62 1.081
67 H -2.17 6.88 1.72  C63 1.090
68 H -3.57 6.35 2.66  C63 1.089
69 H -3.39 5.86 0.97  C63 1.089
70 H 0.29 6.91 1.38  C64 1.088
71 H 1.46 5.95 2.29  C64 1.086
72 H -0.16 6.18 2.92  C64 1.086
73 O -5.31 1.08 1.12  C74 1.197
74 C -5.90 0.04 1.16  O73 1.197, O75 1.339, C78 1.516
75 O -6.36 -0.39 2.35  C74 1.339, C76 1.425
76 C -7.14 -1.57 2.45  O75 1.425, C77 1.509, H79 1.090, H80 1.086
77 C -6.23 -2.78 2.51  C76 1.509, H81 1.091, H82 1.088, H83 1.090
78 C -6.07 -0.83 -0.07  C74 1.516, H84 1.089, H85 1.086, H86 1.086
79 H -7.86 -1.63 1.63  C76 1.090
80 H -7.71 -1.48 3.36  C76 1.086
81 H -5.63 -2.85 1.60  C77 1.091
82 H -6.80 -3.70 2.62  C77 1.088
83 H -5.55 -2.68 3.35  C77 1.090
84 H -5.16 -1.39 -0.22  C78 1.089
85 H -6.23 -0.17 -0.92  C78 1.086
86 H -6.91 -1.52 -0.02  C78 1.086

As for the total charge: +1. Its LUMO energy is -2.36 eV. The calculation puts the gap between HOMO and LUMO at 9.400 eV. Its total energy is -1994.16144 Ha.